# 1
Here is a molecular structure, C32H23ClGaN2O6P from OMol25. Energies are from the ωB97M-V functional and the def2-TZVPD basis.

Structure (XYZ):
```
66
Properties=species:S:1:pos:R:3:mulliken_charge:R:1
Ga -0.1058 -1.1634 -0.1453 0.59
O -5.6622 3.0705 0.7696 -0.68
C -4.6046 2.9468 0.1635 -0.09
O -4.0153 3.6419 -0.6968 -0.64
C -3.7202 1.7281 0.4315 0.76
C -2.7520 1.7588 1.4412 -0.66
C -1.7579 0.8115 1.4617 -0.16
N -1.7071 -0.1694 0.5444 0.20
C -2.7019 -0.2782 -0.3588 0.21
C -3.7293 0.6271 -0.4313 -0.41
C -2.5357 -1.4127 -1.3450 0.36
O -3.4112 -1.7366 -2.1001 -0.63
O -1.3353 -1.9795 -1.3033 -0.54
H -2.7525 2.5587 2.1691 0.50
H -0.9558 0.8306 2.1902 0.57
H -4.4836 0.5146 -1.1977 0.56
N 1.3412 -2.0577 -1.6817 -0.31
C 2.6082 -1.3895 -1.7322 0.42
C 3.7792 -2.0734 -2.0237 -0.76
C 4.9880 -1.3968 -2.0412 -0.62
C 5.0396 -0.0354 -1.7714 -0.74
C 3.8768 0.6472 -1.4611 -0.77
C 2.6563 -0.0236 -1.4360 -0.18
P 1.1416 0.7404 -0.8428 1.58
C 1.5567 1.9107 0.4566 0.71
C 1.9269 1.3819 1.6957 -0.57
C 2.2352 2.2409 2.7370 -0.70
C 2.1660 3.6158 2.5474 -0.53
C 1.7936 4.1379 1.3169 -0.67
C 1.4879 3.2872 0.2650 -0.48
C 0.2827 1.5704 -2.1854 0.22
C -0.9334 2.1953 -1.8983 -0.49
C -1.6814 2.7587 -2.9180 -0.90
C -1.2146 2.6919 -4.2257 -0.61
C -0.0060 2.0732 -4.5143 -0.71
C 0.7487 1.5084 -3.4963 -0.88
H 1.4416 -3.0589 -1.5519 0.33
H 0.7802 -1.9151 -2.5185 0.30
H 3.7422 -3.1338 -2.2412 0.44
H 5.8971 -1.9371 -2.2688 0.42
H 5.9864 0.4866 -1.7864 0.45
H 3.9122 1.7005 -1.2113 0.49
H 1.9614 0.3078 1.8521 0.38
H 2.5165 1.8343 3.6991 0.48
H 2.3961 4.2838 3.3670 0.42
H 1.7318 5.2085 1.1761 0.44
H 1.1815 3.6915 -0.6915 0.45
H -1.3083 2.2558 -0.8819 0.77
H -2.6245 3.2294 -2.6685 0.59
H -1.8011 3.1241 -5.0257 0.43
H 0.3523 2.0281 -5.5342 0.43
H 1.6943 1.0288 -3.7203 0.43
Cl -3.6391 -6.3180 3.7723 -0.21
C -2.4151 -5.1547 3.3829 0.48
C -1.5840 -4.6788 4.3866 -0.67
C -0.6123 -3.7479 4.0699 -0.50
C -0.4599 -3.2970 2.7609 0.33
C -1.3003 -3.7915 1.7696 0.03
C -2.2846 -4.7180 2.0751 -1.08
C 0.6062 -2.2785 2.4987 0.22
O 1.2831 -1.8224 3.3890 -0.67
O 0.7992 -1.9046 1.2371 -0.02
H -1.7056 -5.0346 5.3999 0.43
H 0.0432 -3.3517 4.8327 0.48
H -1.2080 -3.4716 0.7402 0.54
H -2.9452 -5.0973 1.3083 0.46
```

Output
Gap between HOMO and LUMO: 0.278 Eh
F_max: 0.4 eV/Å
HOMO level: -0.2991 hartree
Total energy: -4520.6713 Eh
LUMO energy: -0.6 eV


# 2
Here is a molecular structure, C44H28ClN4W from OMol25. Energies are from the ωB97M-V functional and the def2-TZVPD basis.

Structure (XYZ):
```
78
Properties=species:S:1:pos:R:3:mulliken_charge:R:1
W 0.7500 0.2681 0.0027 1.86
C 5.3147 -1.8622 5.9626 -0.36
C 4.4945 -2.8532 5.4448 -1.08
C 3.7789 -2.6364 4.2799 -0.14
C 3.8823 -1.4328 3.5681 0.83
C 4.6607 -0.4244 4.1509 -0.34
C 5.3769 -0.6385 5.3192 -0.95
C 3.0985 -1.1238 2.3286 0.84
C 3.5164 -0.1056 1.4826 0.29
C 4.8603 0.3669 1.2777 -1.29
C 4.8315 1.3100 0.3069 -1.21
C 3.4569 1.5066 -0.0525 0.56
C 2.9365 2.6537 -0.6745 1.63
C 3.8664 3.5699 -1.4042 -1.03
C 3.8152 3.6431 -2.7950 0.05
C 4.6722 4.4941 -3.4801 -0.84
C 5.5803 5.2802 -2.7815 -0.38
C 5.6287 5.2172 -1.3967 -0.87
C 4.7742 4.3650 -0.7104 0.05
C 1.6243 3.0607 -0.4914 0.42
N 0.6018 2.2734 0.0316 -0.56
C -0.5069 3.1058 0.1916 0.29
C -1.7849 2.6886 0.4791 1.62
C -2.8667 3.7015 0.6662 -0.60
C -2.9583 4.4207 1.8555 -0.03
C -3.9651 5.3628 2.0220 -0.80
C -4.8811 5.5929 1.0026 -0.38
C -4.7911 4.8786 -0.1840 -0.85
C -3.7868 3.9347 -0.3515 0.09
C -2.1404 1.3292 0.5285 0.58
C -3.4528 0.7909 0.6506 -1.29
C -3.3505 -0.5669 0.5402 -1.24
C -1.9650 -0.8737 0.4110 0.21
N -1.2522 0.3051 0.3706 -0.60
C -1.3719 -2.1322 0.5620 1.72
C -0.0537 -2.3128 0.9989 0.32
C 0.5454 -3.5337 1.3712 -1.35
C 1.7198 -3.2455 2.0050 -0.84
C 1.9109 -1.8391 1.9714 0.48
N 0.8367 -1.2699 1.3208 -0.51
C -2.2460 -3.3169 0.3595 -0.55
C -2.8788 -3.4828 -0.8713 -0.14
C -3.7083 -4.5730 -1.0896 -0.82
C -3.9284 -5.4939 -0.0736 -0.41
C -3.3198 -5.3210 1.1626 -0.86
C -2.4806 -4.2399 1.3785 -0.23
C -0.1260 4.4428 -0.1793 -1.13
C 1.1432 4.4065 -0.6393 -1.51
N 2.6934 0.5621 0.5831 -0.50
H 5.8673 -2.0305 6.8781 0.41
H 4.3978 -3.8007 5.9591 0.42
H 3.1245 -3.4201 3.9506 0.11
H 4.6678 0.5669 3.7234 0.54
H 5.9656 0.1670 5.7385 0.39
H 5.7340 -0.0258 1.7701 0.77
H 5.6663 1.8498 -0.1116 0.64
H 3.1060 3.0295 -3.3380 0.48
H 4.6314 4.5436 -4.5605 0.41
H 6.2478 5.9440 -3.3156 0.41
H 6.3271 5.8351 -0.8469 0.40
H 4.8020 4.3269 0.3732 0.51
H -2.2432 4.2381 2.6496 0.48
H -4.0354 5.9165 2.9492 0.40
H -5.6646 6.3284 1.1329 0.40
H -5.5009 5.0564 -0.9818 0.40
H -3.7147 3.3770 -1.2792 0.46
H -4.3473 1.3754 0.8024 0.55
H -4.1466 -1.2942 0.5855 0.53
H 0.1495 -4.5148 1.1665 0.70
H 2.4272 -3.9732 2.3571 0.52
H -2.7003 -2.7651 -1.6639 0.48
H -4.1838 -4.7006 -2.0531 0.41
H -4.5793 -6.3424 -0.2408 0.41
H -3.5056 -6.0236 1.9644 0.41
H -2.0366 -4.0890 2.3551 0.55
H -0.7795 5.3005 -0.1258 0.52
H 1.7256 5.2265 -1.0310 0.50
Cl 0.8804 -0.4060 -2.1245 -0.35
```

Output
Gap between HOMO and LUMO (spin up / spin down): 0.199 / 0.202 Eh
Total charge: +1
F_max: 1.0 eV/Å
HOMO level (spin up / spin down): -0.3621 / -0.3630 hartree
Total energy: -2439.6983 Eh
LUMO energy (spin up / spin down): -4.4 / -4.4 eV


# 3
Here is a gas-phase ion, C6H13N4 (charge +1) from OMol25. Energies are from the ωB97M-V functional and the def2-TZVPD basis.

Structure (XYZ):
```
23
Properties=species:S:1:pos:R:3:mulliken_charge:R:1
C -0.6696 1.9070 0.8019 -0.75
C 0.0660 1.4017 -1.4876 -0.53
C -0.8961 0.5810 1.1092 0.34
C -0.1969 -0.8930 -0.7714 0.20
C 2.1768 -0.3013 0.1409 -1.17
C 1.0715 -1.3048 -0.0023 -0.21
N -0.1851 2.1867 -0.4365 0.08
N -0.2576 0.0524 -1.7319 -0.10
N -1.5226 0.0262 2.1024 -0.34
N -1.1401 -1.9352 -0.7292 -0.46
H -0.5866 2.5580 1.6016 0.38
H -0.0063 1.8547 -2.5144 0.36
H 1.9650 0.6857 -0.2976 0.30
H 3.1135 -0.7274 -0.2901 0.31
H 2.3772 -0.0939 1.2450 0.29
H 0.7677 -1.7430 1.0707 0.23
H 1.3088 -2.2183 -0.6123 0.49
H -0.0976 3.1394 -0.6803 0.26
H -1.0213 -0.0991 -2.4759 0.36
H -1.9507 0.4713 2.9331 0.23
H -1.4315 -1.0462 2.2049 0.23
H -2.0955 -1.8462 -1.0822 0.23
H -0.7889 -2.6559 -0.0982 0.26
```

Output
Gap between HOMO and LUMO (spin up / spin down): 0.281 / 0.281 Eh
Total charge: +1
F_max: 4.0 eV/Å
HOMO level (spin up / spin down): -0.4158 / -0.4157 hartree
Total energy: -455.0720 Eh
LUMO energy (spin up / spin down): -3.7 / -3.7 eV


What is the total energy in the first record? -4520.6713 Eh


The highest total energy belongs to which entry? C6H13N4


Which value of F_max does entry 1 give? 0.4 eV/Å